A 7-piece molecular cluster, C39H89N3O7 overall, computed with ωB97M-V/def2-TZVPD.

SMILES string: CC1(C)CCCC(C)(C)N1O.CC1(C)CCCC(C)(C)N1O.CC1(C)CCCC(C)(C)N1O.CC(C)O.CC(C)O.CC(C)O.CC(C)O
Lowest unoccupied orbital energy: 0.468 eV
E_tot: -2230.1547 Ha
Kohn-Sham gap: 8.49 eV
Energy above the lowest of the compared OMol25 structures with the same formula, charge and spin: 0.37 kcal/mol
HOMO energy: -0.2947 Eh

The geometry in ORCA input format:
```
! RIJCOSX wB97M-V def2-TZVPD def2/J DEFGRID3
* xyz 0 1
C -24.424 1.559 1.327
C -25.237 2.844 1.304
C -26.679 2.662 0.901
O -25.181 3.445 2.614
H -25.026 0.722 1.684
H -23.568 1.711 1.984
H -24.031 1.319 0.339
H -24.727 3.540 0.623
H -26.774 2.086 -0.025
H -27.198 3.614 0.821
H -27.174 2.030 1.644
H -25.186 4.400 2.494
C -21.207 10.093 6.227
C -21.535 8.898 7.088
C -21.899 9.234 8.530
O -22.630 8.202 6.448
H -20.606 10.817 6.779
H -22.107 10.562 5.827
H -20.625 9.809 5.344
H -20.677 8.216 7.058
H -21.731 8.372 9.175
H -22.972 9.443 8.575
H -21.388 10.128 8.879
H -22.823 7.441 7.006
C -27.315 8.695 1.127
C -27.503 8.232 -0.298
C -27.975 6.793 -0.396
O -28.353 9.063 -1.067
H -26.950 9.725 1.167
H -26.594 8.065 1.643
H -28.255 8.627 1.681
H -26.505 8.205 -0.773
H -27.450 6.118 0.274
H -27.837 6.435 -1.423
H -29.062 6.709 -0.288
H -28.142 9.982 -0.882
C -18.925 1.182 2.524
C -18.791 -0.283 2.137
C -19.638 -0.593 0.933
O -17.419 -0.544 1.768
H -19.917 1.400 2.934
H -18.810 1.822 1.649
H -18.218 1.472 3.304
H -19.000 -0.900 3.015
H -19.315 -0.066 0.037
H -20.677 -0.305 1.117
H -19.684 -1.662 0.710
H -16.865 -0.388 2.538
C -18.670 11.631 -5.631
C -19.187 10.235 -5.329
C -18.131 9.235 -5.781
C -18.434 7.821 -5.278
C -18.544 7.834 -3.758
C -19.542 8.843 -3.183
N -19.384 10.091 -3.894
O -20.259 11.101 -3.404
C -20.936 8.226 -3.235
C -19.139 9.044 -1.702
C -20.497 10.004 -6.110
H -18.692 11.898 -6.684
H -17.679 11.787 -5.197
H -19.300 12.363 -5.117
H -18.158 9.232 -6.874
H -17.116 9.468 -5.454
H -17.643 7.125 -5.562
H -19.351 7.454 -5.748
H -17.552 7.882 -3.304
H -18.861 6.816 -3.486
H -21.783 8.914 -3.148
H -21.122 7.740 -4.203
H -21.138 7.447 -2.496
H -19.520 8.216 -1.115
H -18.057 9.146 -1.627
H -19.549 9.994 -1.352
H -21.178 10.838 -5.945
H -20.962 9.072 -5.799
H -20.318 9.928 -7.185
H -19.784 11.486 -2.663
C -21.698 4.785 3.246
C -21.115 6.156 2.935
C -20.236 6.159 1.679
C -21.082 6.350 0.414
C -21.788 7.695 0.523
C -22.771 7.701 1.675
N -22.134 7.221 2.888
O -23.086 7.102 3.922
C -23.247 9.135 1.908
C -24.019 6.890 1.303
C -20.201 6.565 4.113
H -20.926 4.015 3.173
H -22.536 4.520 2.603
H -22.008 4.790 4.291
H -19.438 6.904 1.754
H -19.730 5.192 1.601
H -21.804 5.533 0.481
H -20.492 6.294 -0.500
H -22.315 7.883 -0.419
H -21.072 8.521 0.595
H -24.114 9.183 2.565
H -22.444 9.747 2.326
H -23.510 9.591 0.947
H -24.790 6.974 2.068
H -24.482 7.236 0.373
H -23.790 5.832 1.140
H -20.792 6.594 5.034
H -19.719 7.517 3.907
H -19.440 5.803 4.322
H -22.670 7.601 4.641
C -21.641 15.107 3.238
C -21.724 13.616 3.551
C -22.377 12.866 2.380
C -21.471 12.627 1.176
C -20.187 11.929 1.597
C -19.465 12.658 2.716
N -20.433 12.991 3.779
O -19.813 13.431 4.965
C -18.443 11.712 3.345
C -18.726 13.924 2.229
C -22.612 13.394 4.763
H -21.185 15.311 2.273
H -22.601 15.615 3.354
H -21.035 15.597 4.012
H -22.797 11.932 2.754
H -23.238 13.479 2.087
H -22.039 11.962 0.521
H -21.246 13.568 0.675
H -19.588 11.946 0.682
H -20.410 10.912 1.920
H -18.915 10.816 3.756
H -17.820 12.206 4.089
H -17.749 11.356 2.575
H -19.250 14.387 1.393
H -17.726 13.652 1.885
H -18.648 14.620 3.061
H -22.097 13.609 5.701
H -23.560 13.930 4.707
H -22.882 12.337 4.885
H -19.682 12.629 5.481
*
```